No. 1
Entry from OMol25: a structure of composition C46H112FeLiN10O14 in a non-equilibrium geometry (ωB97M-V with the def2-TZVPD basis set).

The geometry in XYZ format:
```
184
Properties=species:S:1:pos:R:3
Li 1.1475 -3.8668 0.4535
Fe -2.8157 2.9462 0.9579
C 0.6384 0.9214 -0.0099
C -0.6470 1.3489 0.4480
C -1.8978 0.3910 0.2542
O -2.9865 0.9543 0.4280
C -1.6655 -0.9749 -0.0242
C -0.4179 -1.3617 -0.3770
C 0.8062 -0.3718 -0.4380
O 1.9706 -0.7368 -0.8120
O -0.2674 -2.6285 -0.4169
O -0.8681 2.4769 0.9383
H 1.4154 1.6698 -0.0622
H -2.4522 -1.7138 0.0163
C 2.4738 0.0995 -4.2512
C 3.7496 -0.7327 -4.1278
C 4.9088 -0.2331 -5.0560
O 4.5373 -0.5539 -6.4147
C 4.7969 0.4502 -7.3897
N 4.1065 -0.6968 -2.7418
H 2.0880 -0.1243 -5.2458
H 2.6895 1.1573 -4.1004
H 1.6891 -0.1489 -3.5365
H 3.6857 -1.7487 -4.5175
H 5.8086 -0.8127 -4.8496
H 5.1719 0.8160 -4.9206
H 4.6484 0.0371 -8.3874
H 5.8333 0.7851 -7.3468
H 4.1121 1.2967 -7.3401
H 3.3185 -0.8738 -2.1353
H 4.2075 0.2919 -2.5619
C -4.5409 -4.8695 -1.6361
C -4.8561 -3.5606 -0.9160
C -6.2448 -2.9682 -1.3592
O -6.4524 -2.8368 -2.7424
C -7.5252 -2.0843 -3.1905
N -4.9998 -3.8697 0.5029
H -5.3575 -5.5637 -1.4378
H -3.5665 -5.2655 -1.3499
H -4.4792 -4.7625 -2.7191
H -4.1119 -2.7799 -1.0735
H -6.3069 -2.0174 -0.8298
H -7.0538 -3.5963 -0.9864
H -7.4039 -1.0722 -2.8047
H -8.4931 -2.4971 -2.9063
H -7.4813 -2.1635 -4.2768
H -4.0872 -4.1590 0.8245
H -5.0883 -2.9833 0.9789
C 6.8627 -2.1720 1.5120
C 5.4291 -1.6296 1.6878
C 5.2975 -0.1592 2.1351
O 5.9857 -0.0177 3.3694
C 6.1596 1.3203 3.7862
N 4.7442 -1.8179 0.4209
H 7.4407 -1.6919 0.7223
H 6.8075 -3.2420 1.3115
H 7.4527 -2.1269 2.4274
H 4.9568 -2.2966 2.4091
H 4.2522 0.1141 2.2785
H 5.6811 0.4895 1.3476
H 6.1673 2.0427 2.9700
H 7.1282 1.4821 4.2592
H 5.3153 1.5319 4.4423
H 3.9561 -1.1961 0.3094
H 5.3235 -1.6381 -0.3866
C -1.1605 5.3254 -2.3853
C -1.4518 4.6793 -1.0055
C -1.9933 5.6647 0.0226
O -2.4471 4.9823 1.2404
C -2.8002 5.9452 2.2459
N -2.3790 3.5524 -1.2141
H -2.0487 5.6540 -2.9248
H -0.8166 4.5505 -3.0704
H -0.4679 6.1535 -2.2350
H -0.5672 4.2311 -0.5532
H -2.7692 6.3032 -0.3997
H -1.1537 6.3270 0.2336
H -3.7590 6.3913 1.9815
H -2.0107 6.6883 2.3585
H -2.9095 5.5173 3.2424
H -3.1597 3.8856 -1.7614
H -2.0636 2.9396 -1.9525
C 2.0909 3.5319 -1.9291
C 3.4901 3.1276 -2.1817
C 4.4982 4.3364 -1.9147
O 4.1364 5.5921 -2.4787
C 4.7595 6.7753 -1.9383
N 3.7106 2.0522 -1.2016
H 1.8444 4.4099 -2.5261
H 1.8980 3.7730 -0.8838
H 1.2694 2.8618 -2.1829
H 3.6823 2.8315 -3.2130
H 5.5158 4.0526 -2.1835
H 4.6580 4.3413 -0.8365
H 5.7601 6.8145 -2.3689
H 4.9390 6.6807 -0.8674
H 4.3074 7.7018 -2.2923
H 3.6362 2.5118 -0.3054
H 2.9925 1.3432 -1.1596
C 3.8902 -4.3898 -2.7698
C 2.5524 -4.2133 -2.1074
C 1.4644 -5.1417 -2.7989
O 1.1644 -4.8504 -4.1380
C 0.3663 -3.6309 -4.3258
N 2.6860 -4.3823 -0.7114
H 3.8325 -4.0293 -3.7968
H 4.2417 -5.4212 -2.7397
H 4.6028 -3.7326 -2.2714
H 2.3115 -3.1591 -2.2447
H 0.5951 -5.1299 -2.1414
H 1.7868 -6.1803 -2.8719
H 0.5861 -2.8562 -3.5912
H -0.6685 -3.9505 -4.2030
H 0.6162 -3.1458 -5.2694
H 3.3950 -3.7139 -0.4457
H 3.0032 -5.3366 -0.6176
C -1.8054 -5.5912 0.9570
C -0.5856 -5.6751 1.8478
C -0.5819 -6.9704 2.7256
O 0.6661 -6.9024 3.4104
C 0.7882 -8.0328 4.2951
N 0.5718 -5.7526 0.9199
H -2.7992 -5.9299 1.2499
H -1.6537 -5.9846 -0.0481
H -1.9711 -4.5913 0.5559
H -0.6899 -4.7710 2.4476
H -0.6905 -7.9393 2.2383
H -1.4223 -6.8483 3.4090
H 1.5185 -7.8347 5.0796
H 0.9815 -8.9317 3.7098
H -0.1460 -8.2559 4.8105
H 0.4787 -6.5577 0.3173
H 1.3585 -5.9779 1.5119
C -7.1220 3.2454 -0.0428
C -5.7568 2.8158 -0.4854
C -5.4309 2.9344 -1.9998
O -5.3437 4.3004 -2.4598
C -6.4413 4.6109 -3.3633
N -4.8928 3.6853 0.2789
H -7.2150 4.3079 -0.2673
H -7.3036 3.0441 1.0129
H -7.8410 2.6406 -0.5955
H -5.5783 1.7911 -0.1597
H -6.0668 2.3015 -2.6188
H -4.4656 2.4343 -2.0794
H -6.3885 5.6322 -3.7407
H -7.3059 4.6405 -2.7002
H -6.7210 3.9180 -4.1568
H -5.0498 4.6038 -0.1109
H -5.4574 3.7801 1.1111
C 2.9850 4.8033 6.8064
C 3.6523 4.4559 5.4592
C 2.8365 3.3440 4.7438
O 3.2777 3.1987 3.3993
C 2.4279 2.4133 2.5969
N 3.5926 5.6280 4.6064
H 2.6689 4.0134 7.4878
H 2.1279 5.4726 6.7333
H 3.7676 5.2793 7.3973
H 4.6557 4.0494 5.5858
H 1.7788 3.6055 4.7112
H 2.9214 2.4504 5.3622
H 1.4873 2.9470 2.4605
H 2.3025 1.4361 3.0633
H 2.8786 2.3183 1.6091
H 2.6725 6.0445 4.6019
H 3.7159 5.2612 3.6735
C -5.5616 -1.9010 3.6937
C -4.2686 -1.5341 2.9537
C -3.2093 -2.6706 3.0703
O -2.9035 -3.2306 4.3340
C -2.3417 -2.3808 5.3424
N -4.5462 -1.1990 1.5327
H -6.0374 -2.7823 3.2638
H -6.3742 -1.1753 3.6610
H -5.4663 -2.0325 4.7716
H -3.8553 -0.5942 3.3194
H -2.2450 -2.3065 2.7157
H -3.4183 -3.5095 2.4064
H -2.3140 -2.9514 6.2706
H -3.0101 -1.5710 5.6351
H -1.3027 -2.0933 5.1815
H -5.1313 -0.3813 1.6283
H -3.7552 -0.8177 1.0339
```

## Properties
* <S²>: 6.0081
* frontier orbital gap (alpha / beta): 7.2 / 6.9 eV
* charge: +1
* spin multiplicity: 5



No. 2
Entry from OMol25: a structure of composition C46H113BrMnN7O18S in a non-equilibrium geometry (ωB97M-V with the def2-TZVPD basis set).

The geometry in XYZ format:
```
187
Properties=species:S:1:pos:R:3
Mn -22.1051 -5.2965 -32.1471
Br -22.8532 -7.0688 -30.3725
S -19.6894 -4.5892 -33.2295
O -19.1378 -5.0652 -34.4852
O -20.0180 -5.6665 -32.3303
O -18.7842 -3.6261 -32.5917
O -21.0701 -4.0534 -33.3275
C -13.5984 -2.6068 -32.0213
O -14.6922 -3.5756 -31.8274
C -14.3856 -4.7118 -30.9671
C -15.3552 -5.8524 -31.1059
N -16.8118 -5.4752 -31.2352
C -17.5481 -5.3502 -29.9997
C -17.2308 -3.9826 -29.3584
O -16.8575 -2.9125 -30.2300
C -16.9640 -1.6008 -29.6540
H -12.7233 -3.1135 -32.4282
H -13.3834 -2.2853 -31.0022
H -13.7409 -1.6585 -32.5394
H -14.3918 -4.2343 -29.9873
H -13.3352 -5.0029 -30.9734
H -15.2170 -6.5792 -30.3054
H -15.1851 -6.4726 -31.9860
H -17.2897 -6.1316 -31.8359
H -17.2672 -6.1917 -29.3664
H -18.5916 -5.3566 -30.3147
H -16.5004 -4.0280 -28.5506
H -18.1807 -3.6700 -28.9248
H -16.2068 -0.9759 -30.1277
H -17.0290 -1.5315 -28.5682
H -17.8933 -1.1474 -29.9990
C -19.0230 -9.6085 -30.4135
O -18.0297 -10.6561 -30.5492
C -16.7421 -10.2596 -29.9210
C -15.6987 -11.3692 -30.0145
N -16.0856 -12.4577 -29.0734
C -15.3363 -13.7191 -29.3601
C -16.0122 -14.9652 -28.7543
O -17.3777 -15.2802 -29.1931
C -17.3205 -15.6301 -30.5682
H -20.0055 -10.0615 -30.5460
H -18.8440 -8.7544 -31.0667
H -18.9500 -9.2570 -29.3844
H -17.0075 -10.0994 -28.8760
H -16.2734 -9.3606 -30.3211
H -14.6816 -10.9773 -30.0172
H -15.7322 -11.7213 -31.0455
H -17.0891 -12.5662 -29.1124
H -14.3461 -13.7016 -28.9048
H -15.2153 -13.8049 -30.4399
H -16.0220 -14.7411 -27.6876
H -15.5336 -15.9069 -29.0230
H -16.5954 -16.3779 -30.8892
H -17.0989 -14.7895 -31.2257
H -18.2940 -16.0640 -30.7966
C -22.9133 -3.6602 -27.8129
O -21.4783 -3.5962 -27.5317
C -20.9242 -4.9066 -27.4447
C -19.9746 -4.9375 -26.2017
N -20.6364 -4.6405 -24.9414
C -21.5744 -5.6909 -24.5010
C -22.2819 -5.3415 -23.2008
O -23.1766 -6.3561 -22.8077
C -23.7929 -5.9588 -21.6246
H -23.2114 -4.1752 -26.8996
H -23.0142 -4.4381 -28.5697
H -23.3804 -2.7183 -28.1006
H -20.3588 -5.1067 -28.3549
H -21.6038 -5.7402 -27.2677
H -19.2034 -4.1724 -26.2911
H -19.3978 -5.8624 -26.1947
H -21.1848 -3.8088 -25.1073
H -21.1043 -6.6530 -24.2977
H -22.3926 -5.9748 -25.1629
H -22.8950 -4.4869 -23.4869
H -21.6201 -4.8542 -22.4848
H -24.4647 -5.1026 -21.6858
H -23.0187 -5.7576 -20.8842
H -24.4225 -6.6938 -21.1232
C -20.6321 -11.2017 -36.2397
O -20.2891 -10.3533 -35.1681
C -20.8393 -10.6253 -33.8773
C -20.1455 -11.8465 -33.2314
N -20.8028 -13.1106 -33.6467
C -20.2448 -14.2620 -32.9245
C -18.8002 -14.7313 -33.4164
O -18.7274 -15.0475 -34.7967
C -19.4332 -16.2138 -35.2184
H -20.1200 -10.8291 -37.1269
H -21.6776 -11.2423 -36.5450
H -20.3018 -12.2159 -36.0156
H -21.8957 -10.6634 -33.6113
H -20.4288 -9.8473 -33.2336
H -20.0726 -11.6752 -32.1574
H -19.1133 -11.9866 -33.5524
H -20.6430 -13.2322 -34.6366
H -20.9508 -15.0920 -32.8957
H -20.2278 -13.9596 -31.8774
H -18.5628 -15.7044 -32.9865
H -17.9006 -14.1682 -33.1681
H -19.1434 -17.0991 -34.6524
H -19.1836 -16.3042 -36.2756
H -20.4987 -16.0102 -35.1110
C -21.8590 -6.8702 -34.5936
O -22.7964 -6.3363 -33.6686
C -24.0636 -6.0248 -34.2564
C -24.8537 -5.1571 -33.2971
N -23.9164 -4.1501 -32.7978
C -24.2802 -3.3524 -31.6813
C -22.9959 -2.6238 -31.3287
O -21.9377 -3.5561 -30.9117
C -20.8592 -2.7383 -30.5417
H -22.4078 -7.6770 -35.0793
H -21.1099 -7.3568 -33.9690
H -21.4417 -6.0733 -35.2092
H -24.7180 -6.8574 -34.5142
H -23.7640 -5.5332 -35.1820
H -25.3124 -5.5656 -32.3966
H -25.6509 -4.6747 -33.8625
H -23.8871 -3.4171 -33.4920
H -24.5944 -4.0959 -30.9487
H -25.1194 -2.6847 -31.8761
H -23.2707 -1.8907 -30.5704
H -22.6335 -2.0297 -32.1676
H -21.1674 -2.3047 -29.5904
H -20.6090 -1.9361 -31.2359
H -19.9862 -3.2838 -30.1831
C -21.0985 -2.2356 -37.6215
O -21.1554 -1.0002 -36.7912
C -20.7056 -1.4125 -35.5132
C -20.5475 -0.4007 -34.4701
N -21.6339 0.6800 -34.6994
C -21.6119 1.7353 -33.7574
C -23.0865 2.0745 -33.3949
O -23.3183 1.0961 -32.4070
C -24.6487 1.0756 -31.9417
H -21.8362 -2.9458 -37.2478
H -20.2535 -2.9132 -37.4997
H -21.2904 -2.0210 -38.6728
H -19.7409 -1.8976 -35.6621
H -21.4010 -2.1538 -35.1197
H -19.5337 -0.0001 -34.4646
H -20.7478 -0.9208 -33.5334
H -22.4698 0.1131 -34.6969
H -21.1134 2.6231 -34.1467
H -21.0883 1.3744 -32.8722
H -23.8175 2.0673 -34.2034
H -23.2171 3.1380 -33.1952
H -24.7870 0.2529 -31.2402
H -25.3220 1.2369 -32.7835
H -24.6682 2.0097 -31.3802
C -28.9269 -7.4077 -33.5716
C -28.9488 -7.5075 -32.0073
C -30.3082 -8.1508 -31.6251
C -30.3472 -9.6463 -31.8573
C -29.0345 -10.3851 -31.3257
C -27.6501 -9.7258 -31.7320
N -27.7786 -8.2597 -31.4110
O -26.6566 -7.5859 -31.8151
C -26.5736 -10.3331 -30.8413
C -27.3240 -10.1129 -33.2259
C -29.0551 -6.1052 -31.2681
H -29.1659 -6.4147 -33.9523
H -29.7257 -8.0036 -34.0131
H -27.9964 -7.8537 -33.9229
H -30.4886 -8.0047 -30.5601
H -31.1089 -7.8242 -32.2886
H -30.4992 -9.8182 -32.9229
H -31.2558 -9.9957 -31.3669
H -29.1232 -11.3106 -31.8947
H -28.9547 -10.5465 -30.2507
H -25.5518 -9.9900 -31.0040
H -26.7733 -10.1886 -29.7796
H -26.4618 -11.4008 -31.0298
H -26.4416 -9.5686 -33.5625
H -27.0686 -11.1714 -33.1763
H -28.2385 -9.9655 -33.8003
H -29.5271 -6.1694 -30.2877
H -29.6926 -5.5001 -31.9126
H -28.0727 -5.6353 -31.3148
H -26.0865 -7.5232 -31.0452
C -19.1209 -7.1268 -36.8305
O -18.7318 -5.7162 -36.8712
H -18.8737 -7.4191 -35.8099
H -20.0199 -7.4977 -37.3228
H -18.3821 -7.7201 -37.3692
H -18.9950 -5.4945 -35.9750
```

## Properties
* <S²>: 8.7532
* frontier orbital gap (alpha / beta): 6.7 / 7.4 eV
* charge: -1
* spin multiplicity: 6



Number 1: calculated total energy -127665.5151 eV, M 1092.2 g/mol. Number 2: calculated total energy -209007.1579 eV, M 1219.3 g/mol.